A molecular structure, C41H51BN6O2S2Si4Ti at a distorted geometry. Source: OMol25; level of theory: ωB97M-V/def2-TZVPD.

XYZ file:
```
108
Properties=species:S:1:pos:R:3:forces:R:3:mulliken_charge:R:1
Ti 0.0577 -0.4205 -0.2967 -1.20 0.24 1.44 -2.803
C 3.7162 0.4970 2.2219 0.06 -0.01 -0.09 -0.473
C 2.9614 0.5552 0.9121 -0.21 -0.10 -0.02 0.226
N 1.6356 -0.0914 0.9821 0.31 -0.01 0.12 1.451
C 1.6502 -1.2326 1.7961 0.01 0.12 -0.12 -0.347
C 2.3633 -1.3320 2.9929 -0.05 0.07 0.16 1.872
C 3.3772 -0.3079 3.2231 0.11 -0.13 -0.04 -1.841
C 2.2265 -2.4633 3.7971 0.00 0.01 -0.01 -0.961
C 1.4576 -3.5411 3.3810 -0.05 0.01 -0.03 -1.232
C 0.8851 -3.5291 2.1109 -0.03 -0.06 0.04 -0.351
C 1.0241 -2.4041 1.3104 0.50 -0.05 -0.22 -0.192
N 0.7295 -2.2709 -0.0433 -0.02 -0.34 0.20 1.004
C 1.1623 -3.0257 -1.0654 0.06 0.18 -0.11 0.144
C 1.3597 -4.3919 -1.1539 0.11 -0.09 -0.02 -0.415
C 1.8060 -4.9665 -2.3598 -0.04 -0.01 0.12 -0.790
C 2.1012 -4.2221 -3.4695 0.02 0.08 -0.05 -1.023
C 1.9888 -2.8088 -3.3987 0.03 -0.05 -0.05 1.379
C 2.4000 -1.9273 -4.4213 0.02 -0.05 -0.06 -1.062
C 2.3660 -0.5786 -4.2117 -0.03 0.05 0.11 -1.329
C 1.8661 -0.0849 -2.9910 0.06 -0.05 -0.12 -0.013
N 1.4206 -0.8711 -2.0366 0.01 -0.27 -0.49 1.026
C 1.5038 -2.2252 -2.2185 0.12 -0.07 0.23 -0.338
H 4.5879 1.1365 2.3211 -0.03 0.01 0.05 0.527
H 3.5789 0.0029 0.1735 0.03 -0.04 0.00 0.038
H 3.9346 -0.3159 4.1544 -0.01 0.02 0.00 0.234
H 2.7613 -2.5018 4.7410 0.00 0.00 0.00 0.356
H 1.3380 -4.4077 4.0205 0.01 -0.01 0.00 0.367
H 0.3400 -4.3862 1.7350 -0.01 0.01 0.01 0.449
H 1.1387 -5.0187 -0.3020 -0.02 -0.02 -0.02 0.310
H 1.9103 -6.0450 -2.4079 0.00 0.00 0.02 0.375
H 2.4474 -4.6857 -4.3853 0.00 0.00 0.00 0.383
H 2.7653 -2.3340 -5.3583 0.00 -0.01 0.01 0.394
H 2.6968 0.1222 -4.9660 0.01 0.00 0.00 0.507
H 1.8045 0.9788 -2.8145 -0.02 0.02 -0.01 0.418
C -3.9859 2.8032 3.1146 -0.01 0.00 0.00 -0.190
S -3.8903 2.9313 1.3154 0.08 -0.08 0.00 -0.330
C -2.4485 1.9217 0.9837 -0.13 0.33 0.12 0.112
S -1.0184 2.7116 0.3273 0.13 -0.34 -0.05 -0.829
N -2.5771 0.6672 1.1751 0.03 -0.04 -0.16 -1.676
N -1.5890 -0.1950 0.8891 0.22 -0.22 0.00 2.546
C -2.0584 -1.5327 1.1053 -0.22 0.36 -0.36 -1.387
C -2.0604 -2.3811 0.0459 -0.22 0.05 -0.16 1.231
C -2.5600 -3.7415 0.0851 0.09 0.14 -0.13 -1.590
C -2.6226 -4.4636 -1.0608 -0.01 -0.03 -0.13 -0.145
C -2.1899 -3.9042 -2.2979 -0.08 -0.05 0.10 -1.252
C -1.6487 -2.6380 -2.2516 -0.01 0.21 -0.08 -0.024
N -1.5371 -1.8891 -1.1599 0.24 0.08 0.05 0.446
H -4.3071 1.8082 3.4189 0.02 -0.01 -0.02 0.300
H -4.7108 3.5456 3.4532 -0.01 -0.01 0.01 0.369
H -3.0187 3.0268 3.5589 -0.03 0.01 -0.04 -0.576
H -2.6800 -1.6930 1.9775 0.32 -0.20 0.20 0.292
H -2.8983 -4.1424 1.0331 0.04 -0.02 0.01 0.442
H -3.0136 -5.4773 -1.0380 0.00 0.01 0.01 0.346
H -2.2372 -4.4529 -3.2280 0.00 0.00 0.01 0.363
H -1.2670 -2.1827 -3.1650 0.04 -0.01 0.02 0.475
O -2.0911 0.6649 -2.4051 -0.04 0.21 0.19 -0.075
B -0.8133 0.9453 -1.8403 -0.12 -0.10 -0.77 1.344
O -0.2338 1.9712 -2.6676 0.02 -0.06 0.03 0.000
C -1.1420 2.2903 -3.6218 0.09 0.04 0.06 0.198
C -1.0434 3.2174 -4.6337 -0.05 0.02 -0.05 -0.942
C -2.1336 3.3247 -5.5043 0.03 -0.01 0.02 -0.709
C -3.2609 2.5290 -5.3450 0.01 -0.03 0.02 -0.458
C -3.3490 1.5933 -4.3085 -0.01 0.06 -0.03 -1.316
C -2.2715 1.4981 -3.4576 -0.07 -0.06 0.01 0.832
H -0.1614 3.8358 -4.7395 0.00 0.00 0.00 0.537
H -2.0972 4.0436 -6.3139 0.00 0.00 0.00 0.375
H -4.0890 2.6330 -6.0357 0.00 0.01 0.00 0.382
H -4.2214 0.9688 -4.1704 0.00 0.00 0.00 0.516
C 1.0656 6.2504 3.4382 0.07 -0.08 0.06 -1.481
Si 0.0149 5.2790 2.1660 0.09 0.00 -0.07 0.995
C -1.7744 5.7809 2.5136 -0.10 0.00 0.03 -1.046
C 0.3697 6.1532 0.5123 0.03 -0.10 -0.06 -1.207
Si 0.5994 2.9777 1.9448 -0.27 0.07 0.00 0.017
Si 3.2856 2.3688 0.3362 0.10 0.03 0.02 0.731
C 3.8193 3.6033 1.6710 0.08 0.06 0.03 -1.110
C 4.9792 2.0276 -0.5059 0.02 -0.02 -0.06 -1.596
C 2.3744 3.2020 -1.0802 -0.13 -0.09 -0.02 -0.620
Si -0.1441 2.1944 4.0702 0.19 0.06 0.07 0.873
C -0.8387 3.5294 5.2398 -0.06 0.10 -0.03 -1.420
C -1.2472 0.6816 4.3211 0.00 -0.10 -0.21 -0.798
C 1.4687 1.7441 4.9691 -0.01 0.01 0.06 -1.151
H 1.3646 7.2190 3.0250 -0.03 0.02 0.03 0.476
H 1.9771 5.7133 3.7168 0.00 0.01 -0.03 0.316
H 0.4989 6.4322 4.3556 0.01 0.01 -0.01 0.401
H -1.8922 6.8589 2.3519 0.00 0.01 0.02 0.457
H -2.0826 5.5560 3.5371 0.02 0.01 -0.02 0.340
H -2.4517 5.2567 1.8352 0.01 0.02 0.01 0.063
H -0.0354 7.1709 0.5245 0.01 0.00 0.02 0.409
H -0.0936 5.6126 -0.3176 0.00 0.01 0.02 0.196
H 1.4415 6.2177 0.3084 0.05 -0.02 0.01 0.263
H 3.7017 3.1926 2.6745 -0.02 0.01 -0.01 0.288
H 3.2096 4.5045 1.6264 -0.04 0.06 -0.04 0.157
H 4.8702 3.8827 1.5258 0.02 0.00 0.04 0.518
H 5.7155 1.5888 0.1755 -0.02 0.01 0.01 0.343
H 5.4004 2.9612 -0.8948 0.01 0.00 0.01 0.344
H 4.8610 1.3375 -1.3485 0.01 0.02 0.00 0.318
H 1.3027 3.0296 -1.1332 -0.04 -0.01 0.05 -0.260
H 2.8119 2.9018 -2.0370 0.02 0.03 -0.02 0.309
H 2.5293 4.2784 -0.9623 -0.02 0.02 -0.03 0.524
H -1.8007 3.9435 4.9329 0.04 -0.03 0.05 0.359
H -0.1370 4.3641 5.3256 0.00 -0.03 0.01 0.236
H -0.9599 3.0825 6.2330 -0.01 0.02 0.02 0.409
H -1.9944 0.5356 3.5425 -0.04 0.06 0.00 -0.082
H -1.7598 0.7667 5.2846 0.03 -0.03 0.03 0.472
H -0.6242 -0.2174 4.3309 -0.01 0.00 0.00 0.348
H 2.2776 2.4458 4.7452 -0.02 0.01 0.02 0.202
H 1.8078 0.7521 4.6663 -0.08 0.11 0.04 -0.029
H 1.3052 1.7412 6.0532 0.00 -0.01 0.00 0.541
```
Positions in Å, forces in eV/Å.

**M**: 895.056 g mol⁻¹
**Highest occupied orbital energy**: -0.534 eV
**Charge**: -2
**E_tot**: -4900.81081 Ha
**Orbital gap**: 4.67 eV
**Multiplicity**: 1
**Relative energy (zero: lowest compared OMol25 entry of this formula, charge and spin)**: 288.48 kJ/mol